[1]
Molecular formula: C4H9NS
Method: DFT, wB97M-V/def2-TZVPD

Each line ends with the natural charge from an NBO analysis.
Cartesian coordinates (Å):
1 C -2.463 -0.550 0.276  -0.417
2 N -1.126 -0.655 -0.291  -0.638
3 C -0.546 0.644 -0.620  -0.077
4 C -0.095 1.381 0.602  -0.436
5 C 0.933 0.797 -0.337  -0.360
6 S 1.862 -0.677 0.131  -0.044
7 H -3.095 0.284 -0.133  0.175
8 H -2.374 -0.420 1.397  0.196
9 H -3.086 -1.463 0.016  0.205
10 H -1.173 -1.191 -1.155  0.366
11 H -0.910 1.193 -1.482  0.194
12 H -0.226 2.436 0.725  0.220
13 H -0.340 0.810 1.520  0.221
14 H 1.502 1.574 -0.868  0.240
15 H 0.810 -1.438 0.401  0.155

Forces on the atoms, in the same order (eV/Å):
-1.38 -0.22 0.50
-0.14 0.56 -1.31
0.28 -0.26 0.26
-0.38 -0.92 0.93
-0.27 0.06 0.73
0.87 0.59 -0.22
0.72 -0.32 0.32
-0.37 -0.22 -1.24
1.02 0.80 0.66
0.04 -0.04 0.21
-0.32 -0.05 0.03
0.09 0.46 -0.25
0.49 0.44 -0.58
-0.23 -0.81 -0.06
-0.40 -0.05 0.03

The charge is 0. Its multiplicity is 1. The strongest force on any atom comes out at 1.5 eV/A. Its SMILES is CN[C@H]1C[C@H]1S.

[2]
Molecular formula: C4H9NS
Method: DFT, wB97M-V/def2-TZVPD

Each line ends with the natural charge from an NBO analysis.
Cartesian coordinates (Å):
1 C -2.062 -0.588 1.143  -0.218
2 C -2.799 0.381 -1.057  -0.037
3 C 1.106 0.936 1.004  -0.754
4 C 1.862 -0.451 -1.278  -0.691
5 N -2.447 -0.273 -0.062  -0.293
6 S 1.024 -0.765 0.395  0.136
7 H -2.541 -1.473 1.534  0.194
8 H -2.525 -0.124 -1.974  0.164
9 H 0.329 1.093 1.744  0.226
10 H 2.171 1.178 1.495  0.212
11 H 1.112 1.651 0.234  0.218
12 H 2.772 -0.085 -0.955  0.209
13 H 1.971 -1.430 -1.843  0.232
14 H 1.176 0.242 -1.814  0.219
15 H -1.148 -0.292 1.434  0.183

Forces on the atoms, in the same order (eV/Å):
-3.59 -1.49 -3.27
0.07 -1.14 1.37
3.15 -0.41 1.87
-2.92 -1.76 0.25
0.13 1.42 0.98
0.67 0.08 -1.27
-0.17 0.18 0.54
0.28 -0.01 -0.59
0.01 0.21 -0.03
-2.28 -0.81 -0.62
-0.76 0.83 -1.23
1.96 1.02 -0.17
-0.17 1.25 0.83
0.92 -0.38 0.21
2.69 1.01 1.15

The charge is 0. Its multiplicity is 1. The strongest force on any atom comes out at 5.1 eV/A.

Table of E_HOMO (Eh), in record order: -0.30925, -0.29596
Table of LUMO energy (eV), in record order: 1.0, 0.8
Table of ΔE to the lowest compared entry with this formula, charge and spin (kcal/mol), in record order: 38.3, 96.1